A molecular structure, C31H49ClP2Tb at a distorted geometry. Source: OMol25; level of theory: ωB97M-V/def2-TZVPD.

Results
2S+1: 7
Expectation value of S²: 12.549
HOMO energy (alpha / beta): -9.21 / -10.87 eV
Energy: -86462.59860 eV
Orbital gap (alpha / beta): 6.71 / 7.54 eV
Strongest force on any atom: 9.0 eV Å⁻¹
Total charge: +1

CARTESIAN COORDINATES (ANGSTROEM)
Tb  -0.23  2.48  -0.25
C  0.29  1.27  1.71
C  1.48  1.85  1.09
C  0.03  3.60  1.78
C  -0.53  2.36  2.21
C  1.31  3.30  1.17
C  0.24  -0.14  2.21
H  1.22  -0.62  2.10
H  -0.51  -0.77  1.73
H  0.00  -0.14  3.28
C  -1.43  2.24  3.40
H  -1.20  1.37  4.02
H  -2.48  2.21  3.08
H  -1.33  3.10  4.10
C  -0.58  4.94  2.07
H  -1.04  4.96  3.07
H  -1.36  5.20  1.33
H  0.20  5.71  2.06
C  2.35  4.28  0.78
H  2.06  5.31  1.06
H  2.56  4.23  -0.31
H  3.31  4.07  1.29
C  2.73  1.11  0.69
H  3.62  1.77  0.67
H  2.66  0.72  -0.33
H  2.91  0.29  1.39
C  0.45  -2.88  0.64
C  1.63  -3.13  1.27
C  3.03  -2.81  0.81
C  3.22  -3.37  -0.61
C  3.43  -2.28  -1.62
C  2.42  -1.45  -1.92
C  1.36  -1.09  -0.90
C  0.22  -2.09  -0.63
H  3.75  -3.29  1.52
H  2.30  -3.90  -0.87
H  3.30  -1.73  0.86
H  0.12  -2.75  -1.51
H  -0.47  -3.29  1.08
H  1.62  -3.70  2.23
H  -0.71  -1.48  -0.54
H  1.82  -0.98  0.10
H  2.35  -0.99  -2.92
H  0.91  -0.12  -1.17
H  4.04  -4.10  -0.61
H  4.41  -2.26  -2.12
P  -0.21  -0.35  -4.10
P  -0.43  2.88  -4.00
C  -0.63  0.48  -5.72
C  -1.22  1.90  -5.46
H  -1.34  -0.17  -6.27
H  0.29  0.51  -6.34
H  -1.19  2.50  -6.38
H  -2.27  1.80  -5.14
C  -0.99  4.52  -4.65
H  -0.48  5.31  -4.10
H  -2.07  4.61  -4.49
H  -0.79  4.65  -5.74
C  1.32  2.92  -4.64
H  1.40  3.04  -5.74
H  1.85  2.01  -4.33
H  1.80  3.79  -4.16
C  -1.86  -1.00  -3.56
H  -1.80  -1.04  -2.46
H  -2.06  -2.03  -3.92
H  -2.68  -0.34  -3.86
C  0.59  -1.90  -4.76
H  0.97  -1.71  -5.78
H  -0.11  -2.76  -4.76
H  1.44  -2.17  -4.10
Cl  -2.34  -0.63  6.39
C  -2.89  -2.22  6.09
C  -3.13  -3.09  7.14
C  -3.51  -4.42  6.89
C  -3.76  -4.83  5.57
C  -3.55  -3.97  4.51
C  -3.06  -2.62  4.70
C  -2.78  -1.79  3.62
H  -3.03  -2.73  8.16
H  -3.64  -5.11  7.72
H  -4.12  -5.85  5.38
H  -3.74  -4.29  3.47
H  -2.85  -2.20  2.61
H  -2.55  -0.74  3.72

Results of the Mulliken charge analysis, in e, for atoms 1 through 6: 0.847, 0.892, 0.558, -0.468, 0.459, 0.379

***

A molecular structure, C31H49CoN2O2P2 at a distorted geometry. Source: OMol25; level of theory: ωB97M-V/def2-TZVPD.

Results
2S+1: 4
Expectation value of S²: 3.819
HOMO energy (alpha / beta): -8.76 / -11.00 eV
Energy: -96214.76284 eV
Orbital gap (alpha / beta): 6.12 / 7.07 eV
Strongest force on any atom: 5.3 eV Å⁻¹
Total charge: +1

CARTESIAN COORDINATES (ANGSTROEM)
C  -0.15  1.44  2.21
C  -1.29  2.00  0.18
C  -0.55  2.68  2.73
C  -1.33  3.36  0.55
C  -1.13  3.66  1.90
H  -0.42  2.83  3.80
H  -1.70  4.09  -0.18
H  -1.39  4.66  2.29
N  -0.55  1.11  0.97
P  1.43  -0.83  2.00
P  -1.93  -0.32  -1.17
C  0.63  0.46  3.10
H  1.34  1.03  3.75
H  -0.11  -0.01  3.78
C  -0.27  -2.38  0.11
O  -0.46  -3.52  -0.07
C  -1.86  1.49  -1.01
H  -1.70  2.06  -1.94
C  -1.69  -0.86  -3.09
C  -3.77  -0.17  -0.74
C  3.14  -0.02  1.78
C  1.49  -2.30  3.21
C  -0.52  -1.84  -3.24
H  -0.64  -2.71  -2.59
H  -0.47  -2.21  -4.28
H  0.44  -1.37  -3.01
C  -2.94  -1.62  -3.55
H  -3.12  -2.51  -2.92
H  -3.84  -1.00  -3.55
H  -2.81  -1.99  -4.58
C  -1.45  0.34  -4.01
H  -1.34  -0.03  -5.05
H  -2.28  1.06  -4.00
H  -0.52  0.85  -3.73
C  -4.39  -1.56  -0.76
H  -3.66  -2.33  -0.45
H  -5.21  -1.55  -0.03
H  -4.81  -1.80  -1.74
C  -3.83  0.40  0.68
H  -3.31  -0.27  1.38
H  -3.43  1.42  0.77
H  -4.88  0.46  0.99
C  -4.39  0.82  -1.76
H  -3.69  1.26  -2.49
H  -5.20  0.37  -2.33
H  -4.81  1.67  -1.20
C  2.25  -3.43  2.51
H  2.17  -4.35  3.11
H  1.83  -3.65  1.52
H  3.32  -3.22  2.41
C  0.04  -2.76  3.47
H  -0.52  -2.03  4.07
H  -0.50  -2.93  2.54
H  0.06  -3.71  4.02
C  2.12  -2.01  4.58
H  1.92  -2.85  5.26
H  3.21  -1.92  4.54
H  1.71  -1.11  5.05
C  3.01  1.39  1.17
H  4.00  1.86  1.12
H  2.63  1.36  0.15
H  2.35  2.04  1.76
C  3.91  -0.92  0.81
H  3.36  -1.06  -0.13
H  4.88  -0.45  0.57
H  4.14  -1.90  1.23
C  3.95  0.16  3.08
H  3.38  0.70  3.85
H  4.31  -0.79  3.49
H  4.84  0.76  2.86
Co  -0.09  -0.68  0.33
N  1.36  -0.24  -1.10
C  1.78  0.66  -1.70
C  1.92  1.74  -2.64
C  2.96  1.49  -3.51
C  1.19  2.97  -2.77
C  3.51  2.52  -4.27
H  3.46  0.52  -3.53
C  1.73  3.98  -3.59
H  0.27  3.18  -2.21
C  2.91  3.77  -4.29
H  4.44  2.32  -4.78
H  1.22  4.94  -3.64
H  3.31  4.59  -4.87
O  -2.72  -2.15  2.18
H  -2.95  -2.97  1.71
H  -3.30  -2.16  2.96

Results of the Mulliken charge analysis, in e, for atoms 1 through 6: 0.197, -0.532, -0.553, -0.805, -0.927, 0.547

***

A molecular structure, C31H49IrN2O2P2 at a distorted geometry. Source: OMol25; level of theory: ωB97M-V/def2-TZVPD.

Results
2S+1: 6
Expectation value of S²: 8.824
HOMO energy (alpha / beta): -14.11 / -17.87 eV
Energy: -61400.64999 eV
Orbital gap (alpha / beta): 5.28 / 5.25 eV
Strongest force on any atom: 11.5 eV Å⁻¹
Total charge: +3

CARTESIAN COORDINATES (ANGSTROEM)
C  0.05  1.30  2.38
C  0.46  2.27  0.25
C  0.57  2.44  3.00
C  1.16  3.35  0.86
C  1.15  3.44  2.22
H  0.50  2.50  4.09
H  1.70  4.03  0.23
H  1.59  4.29  2.69
N  -0.09  1.25  1.04
P  -0.43  -1.46  2.19
P  -1.03  1.08  -1.80
C  -0.43  0.10  3.19
H  0.17  -0.01  4.09
H  -1.45  0.29  3.55
C  -1.67  -1.99  -0.62
O  -2.10  -3.03  -1.09
C  0.07  2.35  -1.20
H  0.99  2.69  -1.93
C  -0.68  0.46  -3.58
C  -2.23  2.55  -1.84
C  1.33  -2.12  2.48
C  -1.72  -2.51  3.07
C  -0.54  -1.08  -3.60
H  -1.47  -1.57  -3.32
H  -0.29  -1.37  -4.63
H  0.25  -1.44  -2.96
C  -1.85  0.82  -4.52
H  -2.78  0.37  -4.17
H  -1.98  1.89  -4.64
H  -1.62  0.40  -5.51
C  0.64  1.05  -4.10
H  0.77  0.69  -5.12
H  0.63  2.14  -4.14
H  1.47  0.72  -3.47
C  -3.60  2.07  -2.24
H  -3.79  1.01  -1.99
H  -4.37  2.67  -1.70
H  -3.79  2.19  -3.32
C  -2.30  3.19  -0.43
H  -2.59  2.47  0.34
H  -1.37  3.66  -0.13
H  -3.06  3.98  -0.47
C  -1.63  3.61  -2.80
H  -0.68  3.34  -3.27
H  -2.33  3.85  -3.60
H  -1.42  4.54  -2.24
C  -1.74  -3.94  2.46
H  -2.62  -4.45  2.84
H  -1.80  -3.90  1.37
H  -0.86  -4.51  2.76
C  -3.13  -1.90  2.88
H  -3.22  -0.94  3.40
H  -3.38  -1.76  1.83
H  -3.85  -2.59  3.32
C  -1.50  -2.61  4.60
H  -2.43  -2.95  5.05
H  -0.73  -3.34  4.86
H  -1.25  -1.65  5.05
C  2.41  -1.09  2.07
H  3.37  -1.44  2.46
H  2.53  -1.05  0.99
H  2.21  -0.08  2.46
C  1.51  -3.40  1.63
H  1.30  -3.21  0.58
H  2.55  -3.72  1.73
H  0.87  -4.22  1.98
C  1.61  -2.43  3.97
H  1.43  -1.56  4.61
H  1.04  -3.29  4.34
H  2.67  -2.68  4.05
Ir  -1.00  -0.47  0.09
N  0.88  -0.98  -0.55
C  1.86  -0.60  -1.17
C  3.16  -0.06  -1.62
C  3.84  -1.21  -2.02
C  3.72  1.26  -1.63
C  5.11  -1.08  -2.43
H  3.26  -2.14  -1.96
C  5.04  1.31  -2.05
H  3.14  2.15  -1.28
C  5.73  0.17  -2.46
H  5.59  -1.98  -2.73
H  5.55  2.26  -2.05
H  6.76  0.24  -2.78
O  -3.02  0.15  0.77
H  -3.09  0.92  1.36
H  -3.74  0.28  0.02

Results of the Mulliken charge analysis, in e, for atoms 1 through 6: 0.009, -0.498, -0.615, -0.826, -0.987, 0.608

***

A molecular structure, C31H50BeN4OP2S at a distorted geometry. Source: OMol25; level of theory: ωB97M-V/def2-TZVPD.

Results
2S+1: 1
HOMO energy: -6.86 eV
Energy: -70782.13039 eV
Orbital gap: 7.40 eV
Strongest force on any atom: 3.3 eV Å⁻¹
Total charge: 0

CARTESIAN COORDINATES (ANGSTROEM)
Be  12.57  -2.11  13.09
C  15.63  -2.22  10.07
C  14.86  -3.24  10.97
C  15.15  -4.81  10.84
P  14.68  -2.60  12.62
C  16.33  -1.82  12.95
C  17.56  -2.73  12.64
C  16.39  -1.37  14.38
C  14.56  -3.99  13.92
C  15.27  -5.17  14.00
C  15.05  -6.08  15.02
C  15.68  -7.43  15.02
C  14.04  -5.77  15.96
C  13.29  -4.61  15.84
C  13.57  -3.68  14.82
N  12.79  -2.49  14.69
C  13.10  -1.44  15.59
C  13.68  -1.62  16.83
C  14.02  -0.50  17.57
C  13.71  0.77  17.11
C  13.92  1.99  17.96
C  13.00  0.94  15.94
C  12.75  -0.12  15.12
P  11.97  -0.12  13.48
C  10.12  0.30  13.67
C  9.47  0.88  12.40
C  9.77  1.07  14.91
C  12.77  1.33  12.53
C  12.49  2.70  13.07
C  14.29  1.13  12.49
H  15.33  -2.29  9.01
H  16.73  -2.30  10.15
H  15.35  -1.20  10.41
H  13.83  -3.14  10.61
H  16.08  -5.18  11.23
H  15.07  -5.20  9.80
H  14.46  -5.39  11.43
H  16.39  -1.03  12.20
H  17.72  -3.33  13.51
H  18.47  -2.15  12.50
H  17.37  -3.38  11.81
H  16.36  -2.11  15.15
H  15.48  -0.74  14.48
H  17.22  -0.73  14.61
H  16.12  -5.37  13.30
H  15.73  -8.02  14.08
H  15.21  -8.01  15.81
H  16.73  -7.28  15.32
H  13.83  -6.45  16.78
H  12.46  -4.42  16.46
H  14.08  -2.60  17.12
H  14.68  -0.59  18.43
H  14.90  2.11  18.43
H  13.23  2.02  18.80
H  13.77  2.85  17.28
H  12.71  1.97  15.68
H  9.79  -0.74  13.80
H  9.62  1.92  12.42
H  8.37  0.76  12.32
H  9.93  0.36  11.45
H  9.87  2.13  14.72
H  10.34  0.69  15.70
H  8.69  0.96  15.21
H  12.41  1.18  11.58
H  12.92  2.88  14.02
H  11.39  2.80  13.12
H  12.81  3.50  12.31
H  14.73  1.24  13.49
H  14.74  1.90  11.85
H  14.46  0.15  12.00
C  14.55  2.20  7.40
C  13.10  1.69  7.31
C  12.75  0.53  8.18
N  13.10  0.23  9.37
N  12.53  -0.86  9.99
C  11.75  -1.50  9.16
N  11.25  -2.68  9.50
S  11.59  -0.72  7.59
H  14.73  3.02  6.65
H  15.29  1.42  7.06
H  14.76  2.59  8.41
H  12.98  1.43  6.25
H  12.46  2.48  7.50
H  11.44  -2.89  10.53
H  10.38  -2.95  9.11
C  10.86  -4.05  12.72
O  11.80  -3.11  12.21
H  9.74  -3.87  12.45
H  10.88  -4.18  13.83
H  11.03  -5.04  12.29

Results of the Mulliken charge analysis, in e, for atoms 1 through 6: -0.619, -1.227, 1.084, -1.800, 1.699, 0.698

***

A molecular structure, C31H50BrMgN3OP2 at a distorted geometry. Source: OMol25; level of theory: ωB97M-V/def2-TZVPD.

Results
2S+1: 1
HOMO energy (alpha / beta): -12.13 / -12.13 eV
Energy: -133521.22966 eV
Orbital gap (alpha / beta): 3.64 / 3.64 eV
Strongest force on any atom: 3.6 eV Å⁻¹
Total charge: +2

CARTESIAN COORDINATES (ANGSTROEM)
C  -7.08  -4.36  0.05
C  -6.59  -3.54  -1.01
C  -7.53  -3.01  -1.91
C  -8.90  -3.20  -1.67
N  -9.35  -3.94  -0.66
C  -8.49  -4.50  0.18
C  -5.20  -3.15  -1.20
C  -4.13  -2.61  -0.80
C  -3.27  -1.52  -0.40
C  -2.95  -1.15  0.93
C  -2.05  -0.11  1.18
C  -1.58  0.78  0.19
C  -2.11  0.49  -1.14
C  -2.75  -0.71  -1.46
Mg  -4.06  -2.35  -2.83
P  -1.20  2.51  0.63
H  -7.21  -2.44  -2.78
H  -6.44  -4.87  0.74
H  -9.64  -2.75  -2.33
H  -8.92  -5.09  0.99
H  -2.57  -1.10  -2.52
H  -3.42  -1.71  1.75
H  -1.97  1.15  -1.99
H  -1.68  0.02  2.19
C  0.42  3.22  0.27
C  0.45  4.75  0.23
H  0.75  2.77  -0.68
H  1.10  2.82  1.04
H  1.44  5.10  0.55
H  0.29  5.10  -0.80
H  -0.29  5.23  0.88
C  -2.44  3.46  -0.25
C  -3.88  3.28  0.22
H  -2.33  3.24  -1.33
H  -2.11  4.49  -0.12
H  -4.55  3.70  -0.54
H  -4.17  2.23  0.36
H  -4.06  3.82  1.16
C  -1.43  2.55  2.40
C  -1.32  3.94  3.03
H  -0.67  1.87  2.81
H  -2.42  2.11  2.60
H  -1.62  3.83  4.07
H  -0.29  4.31  3.01
H  -2.00  4.66  2.55
Br  0.42  0.44  -1.44
P  -1.49  1.20  -5.21
C  -1.41  2.51  -3.91
C  -1.05  3.91  -4.42
H  -0.68  2.18  -3.16
H  -2.41  2.54  -3.45
H  -1.38  4.66  -3.70
H  0.04  4.02  -4.55
H  -1.54  4.11  -5.38
C  0.10  0.31  -4.98
C  0.77  -0.01  -6.33
H  -0.11  -0.60  -4.39
H  0.76  0.94  -4.37
H  1.79  -0.37  -6.16
H  0.21  -0.79  -6.86
H  0.82  0.88  -6.96
C  -2.87  0.08  -4.83
C  -3.96  0.30  -5.87
H  -3.24  0.33  -3.82
H  -2.48  -0.95  -4.85
H  -4.69  -0.52  -5.84
H  -4.50  1.24  -5.68
H  -3.54  0.36  -6.88
C  0.39  -3.79  2.42
N  1.49  -2.90  2.67
C  2.49  -3.29  3.63
C  3.74  -2.45  3.47
C  3.39  -0.99  3.31
N  2.54  -0.86  2.16
C  2.44  0.43  1.53
C  1.50  -1.74  1.94
O  0.59  -1.51  1.12
H  0.57  -4.40  1.53
H  -0.53  -3.22  2.25
H  0.27  -4.46  3.28
H  2.09  -3.17  4.66
H  2.71  -4.35  3.49
H  4.29  -2.80  2.58
H  4.38  -2.59  4.33
H  4.29  -0.38  3.13
H  2.90  -0.61  4.23
H  1.68  1.05  2.01
H  3.41  0.94  1.63
H  2.18  0.32  0.48

Results of the Mulliken charge analysis, in e, for atoms 1 through 6: -0.447, 1.647, -0.501, -0.429, -0.489, -0.316

***

- Among the records above, which one has the highest energy?
  C31H49IrN2O2P2

***

- strongest force on any atom of number 4 (C31H50BeN4OP2S)?
  3.3 eV Å⁻¹